[1]
DFT (wB97M-V/def2-TZVPD) results for a 3-piece molecular cluster, C4H9NOS overall.

XYZ file:
```
16
Properties=species:S:1:pos:R:3:forces:R:3
O -0.0285 -1.6792 -1.6601 -2.8 0.6 3.4
C -0.8388 -1.1736 -0.8210 1.2 1.7 -4.3
C -1.5067 -1.6432 0.3438 -0.3 0.6 4.6
C 2.3906 0.2165 -1.1378 0.2 -0.5 -0.8
C 1.5024 1.0252 -0.5977 -0.2 -2.5 0.1
S 0.0894 2.1979 1.5423 -1.0 -0.1 1.1
N -2.0559 -0.6257 1.1881 2.7 -2.5 -2.8
H -1.2615 -0.1200 -0.9940 0.9 -0.9 -0.2
H -1.2948 -2.6216 0.8302 -0.8 0.3 -0.8
H 1.9835 -0.8164 -1.3128 1.2 0.7 0.4
H 3.3910 0.5249 -1.4946 -0.8 -0.3 -0.1
H 0.7096 0.4526 -0.0614 0.1 1.0 -0.8
H 1.4684 2.0670 -0.4963 0.4 1.1 0.2
H -0.8483 3.1002 1.1951 -0.1 -0.2 0.2
H -2.4646 -0.9460 2.0451 -0.1 -0.6 0.4
H -1.2358 0.0415 1.4310 -0.6 1.5 -0.5
```
Positions in Å, forces in eV/Å.

The spin multiplicity is 1. As for the highest occupied orbital energy: -0.2940 hartree. Its LUMO energy is -3.94 eV. Its orbital gap is 4.0593 eV. As for the energy above the lowest of the compared OMol25 structures with the same formula, charge and spin: 732.3 kJ/mol. The total energy comes out at -18659.9364 eV.

[2]
DFT (wB97M-V/def2-TZVPD) results for C3H3FInO3 as an isolated structure.

XYZ file:
```
11
Properties=species:S:1:pos:R:3:forces:R:3
C 0.3029 0.5854 1.0734 -0.5 -4.6 0.8
C 1.0306 0.4981 -0.2303 -0.4 -0.3 -0.5
O 1.3381 -0.9440 -0.6277 -1.3 0.1 1.2
C 0.3726 -1.8504 -0.9054 3.2 -0.1 -0.3
O -0.7496 -1.3530 -1.2182 -0.8 -0.4 -1.7
O -0.6529 -0.2802 1.3186 3.5 3.8 1.5
In -2.0317 -0.5815 -0.0749 -0.3 -3.0 -0.3
F -2.8321 0.9976 -0.1095 -2.7 3.9 0.0
H 0.8233 1.0313 1.9374 -0.8 0.5 -0.2
H 2.0075 0.9811 -0.1401 -0.3 0.0 -0.3
H 0.3915 0.9157 -1.0232 0.4 0.3 0.0
```
Positions in Å, forces in eV/Å.

Its net charge is +1. The spin multiplicity is 1. As for the highest occupied orbital energy (alpha / beta): -0.4859 / -0.4859 hartree. Its LUMO energy (alpha / beta) is -7.26 / -7.26 eV. Its orbital gap (alpha / beta) is 5.9632 / 5.9639 eV. As for the energy above the lowest of the compared OMol25 structures with the same formula, charge and spin: 0.0 kJ/mol. The total energy comes out at -17180.8178 eV.

[3]
DFT (wB97M-V/def2-TZVPD) results for C53H47As2FIrN2O3SeTe as an isolated structure.

XYZ file:
```
111
Properties=species:S:1:pos:R:3:forces:R:3
Ir 0.4251 -0.3141 1.7675 0.2 -0.5 0.1
C -5.3947 4.1116 1.9406 0.0 0.0 0.0
C -4.4961 4.1753 3.1610 0.0 0.0 0.0
C -5.2872 4.2985 4.4530 0.0 0.0 0.0
C -4.3372 4.5447 5.6115 0.0 0.0 0.0
C -3.2619 3.4914 5.6438 0.0 0.0 0.0
C -2.5857 3.2163 6.8083 0.0 0.0 0.0
C -1.6136 2.2189 6.8449 0.0 0.0 0.0
F -0.9809 1.9966 8.0041 0.0 0.0 0.0
C -1.3085 1.4642 5.7525 0.0 0.0 0.0
C -1.9851 1.7215 4.5514 0.0 0.0 0.0
C -1.6733 0.9326 3.3772 -0.1 -0.1 0.0
O -0.7706 0.0269 3.4724 0.2 0.3 -0.1
C -2.4092 1.1965 2.2139 0.0 0.1 -0.1
C -3.3303 2.2237 2.2280 0.0 0.0 0.0
N -3.5911 2.9911 3.2783 0.0 0.0 0.0
C -2.9465 2.7424 4.4895 0.0 0.0 0.0
C -2.3299 0.4327 0.9146 0.0 0.0 0.0
O -3.2523 0.5213 0.1291 0.0 0.0 0.0
O -1.2746 -0.2928 0.6664 0.0 0.0 0.1
H -6.0926 4.9456 1.9973 0.0 0.0 0.0
H -5.9760 3.1883 1.9175 0.0 0.0 0.0
H -4.8492 4.2115 1.0036 0.0 0.0 0.0
H -3.8316 5.0413 3.0767 0.0 0.0 0.0
H -5.8597 3.3798 4.6104 0.0 0.0 0.0
H -5.9992 5.1170 4.3561 0.0 0.0 0.0
H -4.8690 4.5487 6.5628 0.0 0.0 0.0
H -3.8761 5.5311 5.5035 0.0 0.0 0.0
H -2.8087 3.7630 7.7160 0.0 0.0 0.0
H -0.5682 0.6802 5.8023 0.0 0.0 0.0
H -3.8804 2.4092 1.3189 0.0 0.0 0.0
C -0.4708 -0.3491 -2.2347 0.0 0.0 0.0
C 0.8680 -1.0149 -1.9372 0.1 0.0 0.0
As 1.4970 -1.3124 -0.1014 -0.2 0.0 -0.1
C 3.3809 -1.4444 -0.4942 0.0 0.0 0.1
C 3.8043 -2.4883 -1.3154 0.0 0.0 0.0
C 5.1373 -2.5783 -1.6847 0.0 0.0 0.0
C 6.0494 -1.6275 -1.2429 0.0 0.0 0.0
C 5.6272 -0.5803 -0.4375 0.0 0.0 0.0
C 4.2929 -0.4884 -0.0648 0.0 0.0 -0.1
C 1.0039 -3.1025 0.4516 0.0 0.0 0.0
C -0.3439 -3.4624 0.4267 0.0 0.0 0.1
C -0.7360 -4.7004 0.9182 0.0 0.0 0.0
C 0.2063 -5.5723 1.4471 0.0 0.0 0.0
C 1.5461 -5.2076 1.4900 0.0 0.0 0.0
C 1.9449 -3.9725 1.0012 0.0 0.0 0.0
As -1.9759 -1.6319 -2.3751 0.0 0.0 0.0
C -1.1295 -2.6890 -3.7922 0.0 0.0 0.0
C -0.8439 -2.1840 -5.0591 0.0 0.0 0.0
C -0.1200 -2.9383 -5.9707 0.0 0.0 0.0
C 0.3298 -4.2076 -5.6261 0.0 0.0 0.0
C 0.0431 -4.7244 -4.3718 0.0 0.0 0.0
C -0.6850 -3.9664 -3.4611 0.0 0.0 0.0
C -3.1481 -0.5365 -3.4801 0.0 0.0 0.0
C -4.0281 -1.1661 -4.3571 0.0 0.0 0.0
C -4.8974 -0.4217 -5.1402 0.0 0.0 0.0
C -4.9048 0.9634 -5.0464 0.0 0.0 0.0
C -4.0429 1.5967 -4.1638 0.0 0.0 0.0
C -3.1702 0.8507 -3.3818 0.0 0.0 0.0
H -0.3864 0.1584 -3.1976 0.0 0.0 0.0
H -0.7258 0.3916 -1.4812 0.0 0.0 0.0
H 1.6801 -0.4124 -2.3501 0.0 0.0 0.0
H 0.9583 -2.0005 -2.4041 0.0 0.0 -0.1
H 3.1008 -3.2359 -1.6644 0.0 0.0 0.0
H 5.4640 -3.3894 -2.3219 0.0 0.0 0.0
H 7.0895 -1.7037 -1.5314 0.0 0.0 0.0
H 6.3295 0.1723 -0.1018 0.0 0.0 0.0
H 3.9685 0.3341 0.5548 0.0 0.0 0.1
H -1.0887 -2.7851 0.0235 0.0 0.0 0.0
H -1.7813 -4.9793 0.8881 0.0 0.0 0.0
H -0.1029 -6.5374 1.8268 0.0 0.0 0.0
H 2.2841 -5.8805 1.9084 0.0 0.0 0.0
H 2.9931 -3.7029 1.0352 0.0 0.0 0.0
H -1.1962 -1.1973 -5.3385 0.0 0.0 0.0
H 0.0931 -2.5375 -6.9536 0.0 0.0 0.0
H 0.8958 -4.7934 -6.3388 0.0 0.0 0.0
H 0.3784 -5.7183 -4.1032 0.0 0.0 0.0
H -0.9128 -4.3776 -2.4829 0.0 0.0 0.0
H -4.0297 -2.2473 -4.4405 0.0 0.0 0.0
H -5.5680 -0.9232 -5.8261 0.0 0.0 0.0
H -5.5822 1.5452 -5.6578 0.0 0.0 0.0
H -4.0473 2.6764 -4.0828 0.0 0.0 0.0
H -2.5141 1.3609 -2.6881 0.0 0.0 0.0
Se 0.8287 1.9449 1.0721 -0.2 0.2 0.1
C 2.6897 2.3842 1.0788 0.0 0.0 -0.1
C 3.5283 2.2754 2.1821 -0.1 0.0 0.1
C 4.8517 2.6702 2.0613 0.0 0.0 -0.1
N 5.3764 3.1641 0.9410 0.0 0.0 0.0
C 4.5601 3.2967 -0.1001 0.0 0.0 0.0
C 3.2209 2.9248 -0.0849 0.1 0.0 0.0
H 3.1687 1.9171 3.1382 0.0 0.1 0.0
H 5.5201 2.5921 2.9119 0.0 0.0 0.0
H 4.9970 3.7064 -1.0039 0.0 0.0 0.0
H 2.6160 3.0346 -0.9752 0.0 0.0 0.0
C 1.4389 -2.5655 4.3118 0.0 0.0 0.1
Te 2.1495 -0.6515 3.6752 0.1 0.0 -0.1
C 3.9162 -1.6927 3.0869 -0.1 -0.1 0.0
C 3.8422 -3.0396 3.7625 0.0 0.0 0.0
C 4.9539 -3.8786 3.7825 0.0 0.0 0.0
C 4.8808 -5.1237 4.3831 0.0 0.0 0.0
C 3.6934 -5.5401 4.9744 0.0 0.0 0.0
C 2.5854 -4.7111 4.9556 0.0 0.0 0.0
C 2.6513 -3.4602 4.3469 0.0 0.0 0.0
H 0.6756 -2.9157 3.6140 0.0 0.0 0.0
H 0.9880 -2.4530 5.2958 0.0 0.0 0.0
H 4.7912 -1.1203 3.3902 0.0 0.0 0.0
H 3.9229 -1.7800 2.0038 0.0 0.0 0.0
H 5.8800 -3.5510 3.3251 0.0 0.0 0.0
H 5.7517 -5.7650 4.4028 0.0 0.0 0.0
H 3.6365 -6.5069 5.4565 0.0 0.0 0.0
H 1.6580 -5.0345 5.4133 0.0 0.0 0.0
```
Positions in Å, forces in eV/Å.

Its net charge is +1. The spin multiplicity is 1. As for the highest occupied orbital energy: -0.3653 hartree. Its LUMO energy is -3.45 eV. Its orbital gap is 6.4899 eV. As for the energy above the lowest of the compared OMol25 structures with the same formula, charge and spin: 95.1 kJ/mol. The total energy comes out at -264716.4256 eV.

[4]
DFT (wB97M-V/def2-TZVPD) results for C38H29ClIrN3O5S as an isolated structure.

XYZ file:
```
78
Properties=species:S:1:pos:R:3:forces:R:3
Ir -0.0369 -0.4090 -1.3710 -0.8 0.6 0.7
O 0.4213 0.0061 1.0184 -1.2 -0.4 -1.1
C 1.6999 -0.0951 1.6269 2.6 0.6 -2.4
C 2.8669 -0.0325 0.2257 -2.0 -0.2 6.0
O 3.9731 0.0289 0.6372 1.7 0.2 -0.9
O 2.2261 -0.0823 -0.7922 -2.5 -0.6 -5.5
C 1.8797 1.1419 2.4477 -0.5 -0.1 0.5
C 2.1945 2.3653 1.8639 0.1 -0.1 0.1
C 2.0282 3.5403 2.5751 -0.1 0.0 -0.1
C 1.5135 3.5086 3.8615 0.1 0.0 0.1
C 1.2446 2.2913 4.4653 -0.1 0.1 0.2
C 1.4292 1.1115 3.7693 0.1 0.1 -0.3
C 1.9740 -1.4195 2.1881 -0.4 -0.8 0.6
C 1.0972 -2.4874 1.9417 0.2 0.6 0.1
C 1.3246 -3.7242 2.5052 0.3 -0.3 0.2
C 2.4492 -3.9343 3.2922 -0.1 0.0 -0.1
C 3.3505 -2.8982 3.5016 -0.1 -0.2 -0.1
C 3.1224 -1.6510 2.9573 -0.4 0.2 -0.2
H -0.2165 -0.2133 1.7102 -0.3 -0.2 -0.1
H 2.5629 2.4034 0.8502 0.0 0.0 -0.2
H 2.2633 4.4857 2.1093 0.0 0.1 0.0
H 1.3240 4.4291 4.3922 0.1 0.1 0.1
H 0.8480 2.2592 5.4690 0.0 0.0 0.1
H 1.1827 0.1654 4.2302 0.0 -0.1 0.1
H 0.2255 -2.3413 1.3199 0.0 0.0 0.1
H 0.6239 -4.5276 2.3303 0.0 -0.1 0.0
H 2.6190 -4.9002 3.7419 0.0 -0.1 0.0
H 4.2403 -3.0744 4.0850 0.1 0.0 0.1
H 3.8251 -0.8487 3.1135 0.1 0.1 0.0
O -1.9549 0.0040 -5.1495 0.4 0.1 0.3
C -1.6093 -0.0462 -3.9917 -2.8 -0.1 0.0
O -0.4374 -0.1257 -3.5279 3.0 -0.6 2.5
C -2.7293 -0.0233 -2.9068 0.6 -0.2 -0.6
C -4.0818 -0.0288 -3.2879 -0.2 0.1 0.2
C -5.0455 -0.0739 -2.3155 0.3 0.0 -0.2
C -4.6626 -0.0608 -0.9578 0.5 0.0 -0.1
C -5.5873 -0.0878 0.1067 0.1 0.0 0.2
C -5.1601 -0.0056 1.4051 -0.2 0.0 -0.2
C -3.7942 0.1456 1.6924 0.2 0.0 -0.1
C -2.8740 0.1477 0.6795 0.1 0.0 0.0
C -3.2748 0.0057 -0.6626 -0.5 0.1 0.8
N -2.3425 -0.0304 -1.6496 2.0 -0.7 -0.2
H -4.3116 -0.0129 -4.3421 0.1 0.0 -0.1
H -6.0961 -0.1004 -2.5654 -0.1 0.0 -0.1
H -6.6360 -0.1789 -0.1324 -0.1 0.0 0.0
H -5.8700 -0.0196 2.2164 -0.1 0.0 0.1
H -3.4714 0.2772 2.7151 0.0 0.0 0.0
H -1.8265 0.3169 0.8655 0.1 0.0 0.1
Cl 2.2845 3.9124 -2.9301 0.0 0.0 0.0
C 1.0955 4.6682 -1.9460 -0.1 -0.1 0.0
C 1.0792 6.0441 -1.8485 0.0 0.1 -0.1
C 0.1310 6.6797 -1.0570 0.0 -0.3 0.0
C -0.8027 5.9247 -0.3449 -0.1 0.0 0.1
C -0.8057 4.5582 -0.4410 0.1 -0.1 -0.1
C 0.1271 3.8610 -1.2669 0.4 0.9 0.5
C 0.0621 2.4950 -1.4211 -0.2 -0.8 -0.3
H 1.7986 6.6290 -2.4014 0.1 0.0 0.0
H 0.1114 7.7564 -1.0020 0.0 0.1 0.0
H -1.5338 6.4258 0.2725 0.0 0.0 0.0
H -1.5399 3.9776 0.0990 0.0 -0.1 0.1
H 0.7469 1.9815 -2.0807 0.0 0.0 -0.3
H -0.7249 1.9562 -0.9114 -0.4 0.0 -0.1
N -1.9310 -3.1800 -0.0578 0.0 0.0 -0.2
C -0.8557 -3.5260 -0.7935 -0.3 -0.2 0.4
N -0.0258 -2.6749 -1.3298 -0.4 2.1 -0.2
C 1.0206 -3.3100 -1.9710 0.9 -0.7 -0.6
C 2.0504 -2.6992 -2.6776 -0.2 0.0 0.1
C 3.0317 -3.4982 -3.2340 0.0 0.0 0.0
C 2.9912 -4.8848 -3.1175 -0.1 -0.1 0.0
C 1.9551 -5.5093 -2.4474 0.0 0.1 0.0
C 0.9822 -4.7096 -1.8786 -0.1 0.4 0.1
S -0.4337 -5.2087 -0.9785 0.1 0.6 -0.1
H -2.2812 -2.2380 -0.1459 -0.1 0.0 0.1
H -2.5989 -3.9023 0.1484 -0.1 0.1 0.1
H 2.0621 -1.6234 -2.7873 0.2 0.0 0.0
H 3.8459 -3.0409 -3.7727 0.1 0.1 -0.1
H 3.7671 -5.4861 -3.5645 0.1 0.0 0.0
H 1.8968 -6.5824 -2.3688 0.1 -0.1 0.0
```
Positions in Å, forces in eV/Å.

Its net charge is +1. The spin multiplicity is 2. As for the highest occupied orbital energy (alpha / beta): -0.3655 / -0.3730 hartree. Its LUMO energy (alpha / beta) is -6.11 / -4.80 eV. Its orbital gap (alpha / beta) is 3.8327 / 5.3526 eV. As for the energy above the lowest of the compared OMol25 structures with the same formula, charge and spin: 493.7 kJ/mol. The total energy comes out at -80772.2140 eV.